11 unconnected molecules or ions with the total composition C68H154N8O14. Source: the OMol25 dataset; level of theory: ωB97M-V/def2-TZVPD.

Geometry (Å):
O  9.2607  -32.1822  -4.9027
O  9.1154  -34.8177  -5.4589
O  -4.0915  -31.4983  -2.5009
O  7.4021  -26.1342  0.4774
O  6.9040  -35.9686  1.9440
O  -0.5972  -33.8741  -1.4674
O  5.1567  -35.4410  -4.4778
O  1.2180  -24.4749  -0.2596
O  2.6626  -30.2719  -1.3332
O  3.9581  -30.5894  -7.1579
O  -2.3229  -34.8861  -3.7661
O  -2.8089  -30.5511  0.7559
O  3.2509  -25.0245  -4.7779
O  -1.4631  -32.9859  3.4493
N  -0.0851  -24.1829  0.1841
N  0.4981  -30.9699  -8.4564
N  3.8653  -33.4542  -2.4636
N  4.3416  -25.8695  -5.0993
N  6.3916  -27.0126  0.6967
N  -0.3367  -32.8149  4.2495
N  4.5004  -36.6182  -4.8376
N  7.4522  -35.0824  0.9867
C  3.2637  -36.4727  -5.7269
C  -0.2945  -33.8382  5.4017
C  0.8603  -33.4737  6.3253
C  2.0410  -32.1820  4.4694
C  8.9304  -32.9315  -0.3480
C  6.7634  -28.4015  1.1490
C  0.4106  -23.1342  2.4519
C  0.3013  -21.8262  0.2565
C  3.0080  -27.9934  -5.1638
C  -0.2903  -26.2788  1.7177
C  4.0167  -27.3805  1.8078
C  7.3926  -33.0460  -0.3814
C  2.5524  -31.6557  -1.4968
C  2.0374  -35.8096  -4.9856
C  5.1829  -26.4008  1.3718
C  -1.7225  -22.7164  1.2464
C  9.4708  -34.5089  2.3072
C  1.6888  -32.6670  -7.2295
C  4.5182  -37.6618  -3.7528
C  6.1203  -27.8785  -6.2232
C  -2.4158  -25.0369  0.7349
C  6.7028  -33.8247  0.7748
C  8.9603  -35.1019  0.9444
C  2.8512  -37.9155  -6.1729
C  -2.5580  -23.9009  1.7232
C  4.0779  -27.1029  -3.0500
C  8.7595  -34.3904  -4.2040
C  6.1642  -26.4243  -6.7081
C  8.2600  -32.9617  -4.2746
C  4.9617  -25.5366  -6.4573
C  3.9763  -39.0542  -4.2580
C  -0.0800  -34.3100  -2.7379
C  2.1915  -33.2456  5.5724
C  -2.7173  -30.7075  -0.6553
C  9.5339  -36.5211  0.6571
C  1.3132  -33.6935  2.5947
C  6.0221  -37.7792  -3.3067
C  7.7404  -28.4316  2.3727
C  -0.8646  -26.2743  -0.7898
C  3.6949  -37.2508  -2.5094
C  4.5432  -25.4611  0.3396
C  5.6016  -27.9663  -4.7634
C  -0.1342  -35.2547  4.9523
C  -0.2226  -23.0387  1.0860
C  -1.5522  -33.6955  6.2802
C  3.9523  -25.7346  -7.6143
C  5.5637  -25.5769  2.6666
C  4.5110  -28.7568  2.3664
C  1.6142  -29.6465  -0.6407
C  9.4980  -34.2945  -0.2497
C  5.4809  -24.1147  -6.3896
C  5.1908  -31.2137  -7.4600
C  0.7147  -31.2516  2.6424
C  -1.1462  -34.0342  -3.8241
C  5.3025  -34.1978  0.2334
C  2.9789  -30.5804  -8.1790
C  3.8026  -32.0507  -2.3345
C  1.6427  -31.1619  -7.6118
C  2.6635  -38.9901  -5.1081
C  4.2606  -27.2035  -4.5301
C  -4.0435  -30.8175  -1.2793
C  5.4463  -29.2525  1.3044
C  -0.8487  -25.3977  0.5263
C  0.9153  -32.5199  3.5023
C  7.6336  -29.0656  0.0053
C  6.5285  -32.9441  2.0364
C  3.5725  -35.6471  -6.9628
C  3.8507  -31.4870  -3.7892
H  9.3240  -36.8793  -0.3508
H  -4.6998  -31.3575  -0.5968
H  0.8738  -35.5061  4.6226
H  3.7964  -39.6776  -3.3821
H  1.3417  -21.8684  -0.0658
H  -0.2260  -21.7263  -0.6923
H  1.0930  -24.5815  -1.2054
H  0.0788  -35.3811  -2.8627
H  4.3937  -36.1207  -7.5008
H  6.6003  -38.1231  -4.1643
H  2.8990  -31.5994  -4.3086
H  -2.0880  -22.4673  0.2502
H  5.1685  -32.2902  -7.6294
H  -4.4642  -29.8228  -1.4266
H  5.7835  -23.6802  -7.3424
H  6.3663  -26.4177  -7.7792
H  -0.4635  -35.8613  5.7960
H  9.4451  -34.8616  -1.1790
H  2.6182  -37.2393  -2.6789
H  2.1468  -38.0741  -6.9894
H  8.1363  -32.6866  -3.2272
H  2.1311  -27.3555  -5.2748
H  6.9326  -35.5188  2.7917
H  6.0436  -26.2525  3.3746
H  -3.1782  -31.3609  1.1155
H  0.7628  -33.0514  -6.8017
H  0.1678  -26.5147  -1.0439
H  -0.1702  -23.7165  3.1673
H  -2.3496  -34.2234  5.7572
H  7.3077  -32.8847  -4.7993
H  0.8545  -33.7835  -2.9316
H  4.5675  -35.0821  -3.8102
H  3.4142  -28.3848  -6.0965
H  0.5603  -22.2076  3.0061
H  10.6185  -36.5209  0.7651
H  4.7033  -25.1348  3.1690
H  -2.8708  -34.6113  -3.0272
H  2.3785  -34.9022  -4.4872
H  8.6581  -27.8851  2.1553
H  7.0270  -32.0192  -0.3860
H  5.8947  -30.9719  -6.6637
H  -1.9504  -21.8794  1.9064
H  4.0056  -30.4082  -3.8050
H  10.5826  -34.1860  -0.2443
H  2.0466  -33.2403  -8.0847
H  5.1920  -24.6925  -0.0804
H  4.8924  -26.5989  -2.5298
H  -0.0142  -31.3704  1.8407
H  -0.0470  -25.7957  2.6640
H  5.4524  -29.0121  -4.4947
H  2.4272  -34.2248  5.1556
H  1.9321  -31.1951  4.9192
H  -2.1150  -29.8459  -0.9435
H  2.7760  -35.4782  -7.6875
H  1.6523  -31.8271  -2.0871
H  0.7314  -30.2821  -0.5719
H  0.2908  -20.8871  0.8097
H  5.3258  -28.2431  -6.8744
H  6.7108  -33.4303  2.9948
H  7.5069  -26.0842  -0.4755
H  -0.2917  -31.4138  -8.0100
H  1.7814  -38.7663  -4.5083
H  4.1355  -33.9077  -1.6025
H  3.7519  -24.8486  0.7719
H  4.0762  -26.0765  -0.4293
H  7.3625  -32.2504  2.1429
H  1.2137  -35.5221  -5.6391
H  1.8530  -34.4449  3.1710
H  7.9823  -30.0645  0.2676
H  0.7147  -31.6216  -9.1969
H  4.7669  -33.2623  0.0719
H  3.5809  -26.9587  2.7134
H  -1.4767  -33.0109  -3.6458
H  1.4446  -28.6299  -0.9954
H  2.4710  -32.7291  -6.4728
H  6.1566  -23.9411  -5.5521
H  6.1785  -38.5743  -2.5777
H  2.8256  -28.8699  -4.5421
H  -2.9401  -25.8354  1.2600
H  -3.7419  -30.9040  -3.1688
H  7.0586  -28.4163  -6.3589
H  -2.9263  -24.9081  -0.2195
H  3.9828  -28.0588  -2.5348
H  -2.1123  -31.6056  -0.7800
H  -1.3554  -25.7001  -1.5756
H  1.5002  -30.5238  -6.7397
H  3.8384  -36.2358  -2.1387
H  2.4763  -32.1652  -0.5362
H  7.1012  -33.4927  -1.3320
H  4.6253  -31.8153  -4.4822
H  4.2195  -25.1272  -8.4791
H  0.6813  -26.7138  1.4835
H  4.6497  -31.6246  -1.7969
H  2.0805  -29.4677  0.3282
H  9.5259  -35.2823  3.0734
H  1.5119  -36.4458  -4.2734
H  1.0214  -34.2585  7.0644
H  2.5669  -25.3625  -5.3606
H  9.3432  -32.3521  -1.1738
H  5.4472  -34.9284  -0.5625
H  3.7804  -38.2605  -6.6264
H  7.0571  -25.9877  -6.2606
H  2.8968  -25.4946  -7.4862
H  5.5780  -30.7973  -8.3900
H  1.6643  -30.8948  2.2435
H  9.2059  -32.3814  0.5517
H  7.0628  -29.2011  -0.9133
H  -1.7838  -32.0814  3.4738
H  3.9845  -34.6591  -6.7577
H  3.0341  -33.0159  6.2246
H  2.8471  -29.5945  -8.6246
H  8.0473  -35.1481  -3.8774
H  3.7332  -37.9993  -1.7180
H  6.2534  -24.7659  2.4327
H  0.5663  -34.1054  1.9159
H  5.5802  -32.4081  2.0771
H  0.3447  -30.3766  3.1768
H  8.3712  -35.3479  -5.7533
H  0.6672  -32.5436  6.8599
H  4.8835  -29.2328  0.3711
H  6.3603  -27.6329  -4.0553
H  2.5008  -39.9415  -5.6145
H  3.0751  -27.3449  1.2599
H  7.2358  -27.9861  3.2300
H  -1.8978  -32.7180  6.6164
H  2.9697  -32.1675  3.8989
H  9.6355  -34.4284  -3.5564
H  9.0335  -37.3545  1.1504
H  4.7699  -39.5094  -4.8505
H  6.5053  -36.8595  -2.9769
H  1.3835  -23.6182  2.3661
H  -1.3206  -34.1238  7.2554
H  -1.3553  -34.4289  -1.2697
H  3.7640  -26.7737  -7.8846
H  -1.3625  -27.2327  -0.6423
H  3.1581  -26.5759  -2.7964
H  10.4372  -34.0486  2.1020
H  2.0418  -33.2162  1.9394
H  4.6770  -23.4018  -6.2065
H  -0.9242  -27.1519  1.8723
H  -0.8529  -35.3310  4.1364
H  3.2205  -31.1778  -9.0581
H  4.9264  -28.6317  3.3663
H  3.6736  -29.4344  2.5330
H  8.5173  -28.4659  -0.2130
H  -2.2001  -24.2828  2.6793
H  5.6132  -30.3118  1.4997
H  8.9735  -33.6067  2.6635
H  2.9808  -33.9214  -2.6031
H  4.7487  -34.8459  0.9126
H  -0.6502  -34.0795  -4.7937
H  8.0907  -29.4141  2.6890
H  -3.5454  -23.5341  2.0035
H  9.6576  -32.8363  -5.4825

Values from the calculation:
- SMILES = CC1(C)CCCC(C)(C)N1O.CC1(C)CCCC(C)(C)N1O.CC1(C)CCCC(C)(C)N1O.CC1(C)CCCC(C)(C)N1O.CC1(C)CCCC(C)(C)N1O.CC1(C)CCCC(C)(C)N1O.COC[C@H](C)N.COC[C@H](C)N.OCCO.OCCO.OCCO
- Kohn-Sham gap (eV) = 8.2
- HOMO level (eV) = -7.94
- spin multiplicity = 1
- relative energy (zero: lowest compared OMol25 entry of this formula, charge and spin) (kJ/mol) = 383.5
- total charge = 0